{"formula": "C12H24INO2", "method": "ωB97M-V/def2-TZVPD", "species": ["C", "C", "O", "C", "C", "C", "C", "C", "C", "N", "O", "C", "C", "C", "C", "H", "H", "H", "H", "H", "H", "H", "H", "H", "H", "H", "H", "H", "H", "H", "H", "H", "H", "H", "H", "H", "H", "H", "H", "I"], "coordinates": [[3.86036, -0.69060, 0.30507], [2.88770, 0.48155, 0.04717], [2.58653, 0.60200, -1.35031], [1.49286, 1.45124, -1.59004], [0.08090, 0.81330, -1.37558], [-0.61050, 1.45092, -0.13288], [-1.97778, 0.82775, 0.26458], [-3.06877, 1.48337, -0.66676], [-2.31453, 1.30200, 1.70207], [-2.08925, -0.63689, 0.05339], [-2.80316, -1.23216, 0.94608], [-0.78622, -1.31075, -0.13075], [0.03169, -1.44117, 1.19618], [-1.11562, -2.79344, -0.53748], [0.05132, -0.74435, -1.30979], [4.48271, -0.39833, 1.21629], [3.29592, -1.60223, 0.54705], [4.47686, -0.91010, -0.59094], [3.38999, 1.42478, 0.34865], [1.98809, 0.32597, 0.66086], [1.57395, 2.30487, -0.87593], [1.57636, 1.87704, -2.60265], [-0.53964, 1.10891, -2.24352], [-0.80841, 2.50792, -0.39313], [0.08148, 1.50103, 0.72766], [-2.95826, 2.57170, -0.73715], [-2.96079, 0.98886, -1.65066], [-4.05980, 1.17290, -0.29229], [-1.47693, 1.08652, 2.38362], [-3.28805, 0.95735, 2.06710], [-2.37500, 2.40703, 1.64475], [-0.52088, -2.10046, 1.88472], [0.11449, -0.46377, 1.69657], [1.01328, -1.90511, 1.02984], [-1.84078, -2.75260, -1.37067], [-1.51349, -3.37098, 0.30357], [-0.18972, -3.22634, -0.95262], [-0.45121, -1.10797, -2.22759], [1.03230, -1.23574, -1.26267], [3.73197, -0.72404, 3.26816]], "e_tot_ev": -26518.3322, "charge": -1, "multiplicity": 2, "gap_ev": [5.93, 5.66], "e_homo_ev": [-3.23, -3.23], "fmax_ev_per_a": 2.8}